(1)
Below is C9H24N3O5S as an isolated structure, with properties calculated with ωB97M-V/def2-TZVPD.

The value obtained for the energy is -1295.3959 a.u. As for the charge: +1. The orbital gap is 8.0104 eV. Its LUMO energy is -4.2 eV.

XYZ file:
```
42
Properties=species:S:1:pos:R:3:forces:R:3:mulliken_charge:R:1
C 1.150 0.653 -0.106 0.29 -0.24 0.03 -0.23
O 1.230 1.847 -0.846 0.33 -0.09 -0.09 -0.43
C 1.037 3.063 -0.128 -0.38 -0.27 0.13 -0.59
C -0.280 3.684 -0.629 0.09 0.23 0.14 -0.56
C -1.357 3.877 0.460 -0.04 -0.05 -0.06 -0.76
C -2.544 2.944 0.204 -0.01 -0.18 0.23 -1.10
C -2.019 1.510 0.371 -0.15 -0.05 -0.02 0.19
C -3.094 0.442 0.326 -0.53 0.08 0.15 -0.92
S -2.447 -1.239 0.434 0.42 0.39 -0.64 0.16
N -1.275 -1.222 -0.768 -4.14 4.26 0.14 -0.63
H 2.130 0.279 0.215 0.02 0.20 0.02 0.38
H 0.684 -0.101 -0.750 0.19 0.23 0.23 -0.10
H 0.522 0.772 0.789 0.18 -0.09 -0.11 0.10
H 0.948 2.829 0.941 0.13 0.12 -0.07 0.32
H 1.909 3.709 -0.254 -0.09 -0.08 -0.14 0.40
H -0.641 2.953 -1.360 -0.01 0.34 -0.09 0.38
H -0.116 4.616 -1.173 0.08 -0.07 0.11 0.45
H -0.958 3.595 1.444 0.04 0.24 -0.10 0.37
H -1.666 4.922 0.539 -0.09 -0.14 -0.09 0.37
H -2.951 3.098 -0.802 0.04 -0.05 0.10 0.39
H -3.354 3.129 0.920 0.09 0.01 -0.07 0.44
H -1.513 1.444 1.344 -0.07 0.00 -0.09 0.23
H -1.265 1.297 -0.392 -0.17 0.04 0.12 0.08
H -3.690 0.445 -0.595 0.08 0.03 0.10 0.44
H -3.795 0.491 1.169 0.04 0.13 -0.14 0.47
H -1.607 -0.970 1.455 -0.02 -0.08 0.11 0.22
H -1.694 -0.977 -1.661 -0.35 0.19 0.07 0.27
H -0.798 -2.122 -0.826 -1.72 1.44 -0.77 0.55
C 1.672 -2.662 -2.256 0.04 0.06 -0.08 -0.72
N 0.776 -3.484 -1.398 1.27 -1.48 -1.09 0.78
O 0.865 -4.681 -1.447 -0.24 0.74 0.23 -0.44
O -0.007 -2.876 -0.673 4.91 -5.84 1.63 -0.44
H 2.293 -3.326 -2.845 -0.04 -0.09 0.07 0.30
H 1.033 -2.052 -2.888 -0.03 0.08 0.00 0.32
H 2.267 -2.032 -1.599 -0.01 0.02 0.07 0.28
C 2.288 -3.871 2.117 -0.10 0.01 0.09 -0.65
N 3.118 -2.815 1.475 -0.01 0.07 0.05 0.91
O 3.037 -1.686 1.909 -0.06 0.01 0.00 -0.52
O 3.808 -3.153 0.535 -0.07 -0.05 -0.16 -0.52
H 1.729 -3.412 2.924 0.02 -0.01 0.03 0.29
H 1.630 -4.263 1.346 0.02 -0.08 0.03 0.21
H 2.947 -4.654 2.478 0.05 0.02 -0.06 0.30
```
Forces are in eV/Å.

---

(2)
Below is a 2-piece molecular cluster, C5H13P overall, with properties calculated with ωB97M-V/def2-TZVPD.

The value obtained for the energy is -539.4153 a.u. The orbital gap (spin up / spin down) is 6.8311 / 8.0314 eV. The multiplicity is 3. The energy above the lowest of the compared OMol25 structures with the same formula, charge and spin comes out at 74.2 kcal per mole. Its LUMO energy (spin up / spin down) is 1.0 / -0.9 eV.

XYZ file:
```
19
Properties=species:S:1:pos:R:3:forces:R:3:lowdin_spin:R:1
C -1.110 -2.070 0.100 -1.44 -1.15 0.70 0.55
C -1.639 1.435 0.734 -0.41 -0.21 2.21 0.01
C 2.199 0.351 -0.165 0.10 -2.36 -2.90 0.03
C -1.087 0.903 -0.571 1.37 1.02 -0.04 0.04
C 1.269 -0.627 0.624 0.07 2.73 0.53 0.06
P -0.245 -0.731 -0.374 1.24 1.04 -1.43 0.40
H -0.526 -2.964 0.195 0.26 -0.33 0.20 0.03
H -2.156 -2.244 -0.051 -0.37 0.15 -0.04 0.03
H -0.808 1.161 1.495 -1.48 1.39 -0.69 0.00
H -2.092 2.497 0.793 1.44 -1.41 -0.28 0.00
H -2.505 0.819 1.086 0.66 0.17 -0.44 0.00
H 2.843 1.035 0.379 -0.01 -0.25 0.20 0.00
H 2.821 -0.381 -0.904 -1.05 2.11 1.67 0.01
H 1.523 0.919 -0.869 1.23 -0.24 0.75 0.02
H -0.195 1.632 -0.958 -2.53 -1.73 0.45 0.00
H -1.899 0.713 -1.288 0.61 0.41 -0.28 0.00
H 1.175 -0.250 1.645 -0.46 -0.01 0.12 0.01
H 1.651 -1.600 0.735 0.59 -1.30 -0.14 0.00
H 0.780 -0.600 -2.606 0.17 -0.04 -0.59 0.79
```
Forces are in eV/Å.

---

(3)
Below is one molecule with the formula C5H8O, with properties calculated with ωB97M-V/def2-TZVPD.

The value obtained for the energy is -270.4458 a.u. The orbital gap is 10.1236 eV. The energy above the lowest of the compared OMol25 structures with the same formula, charge and spin comes out at 70.3 kcal per mole. Its LUMO energy is 0.9 eV. As for the SMILES: CC#CCOC.

XYZ file:
```
14
Properties=species:S:1:pos:R:3:forces:R:3:mulliken_charge:R:1
C -2.130 0.077 0.076 -0.11 0.15 0.13 -0.62
O -1.897 -0.986 -0.821 -0.11 -0.11 -0.19 -0.36
C -0.576 -1.153 -1.273 0.17 -0.15 -0.22 -0.26
C 0.298 0.028 -1.208 0.70 0.01 0.58 -0.37
C 1.249 0.584 -0.716 -0.54 -0.29 -0.23 0.51
C 2.373 0.912 0.144 0.20 0.08 0.07 -1.02
H -2.235 1.022 -0.469 0.02 -0.05 0.13 0.26
H -3.065 -0.160 0.586 0.05 0.10 -0.05 0.25
H -1.339 0.201 0.827 -0.07 -0.15 -0.12 0.27
H -0.031 -1.866 -0.632 -0.35 -0.10 -0.10 0.25
H -0.609 -1.580 -2.278 -0.16 0.07 0.07 0.27
H 2.049 0.792 1.183 0.09 0.19 -0.08 0.25
H 3.159 0.169 -0.027 0.05 0.24 -0.02 0.27
H 2.771 1.914 -0.003 0.06 -0.01 0.03 0.30
```
Forces are in eV/Å.

---

Result set for strongest force on any atom: 7.8; 3.7; 0.9 eV/Å, one per record in the order listed.